Computed, not measured: an isolated molecule of C21H29N5O6S in a non-equilibrium geometry, with ωB97M-V with the def2-TZVPD basis set.

## Properties
- structure (SMILES) = CCCc1nn(C)c2c(=O)[nH]c(-c3cc(S(=O)(=O)N(CCO)CCO)ccc3OCC)nc12
- E_tot (hartree) = -1941.0328
- energy relative to the best compared isomer or geometry (same formula, charge and spin) (kJ/mol) = 59.5
- 2S+1 = 1
- gap between HOMO and LUMO (eV) = 8.08

Last column: Mulliken charge in e.
Atoms and positions in Å:
C (-3.472, 0.538, -1.045)  -1.129
C (-2.841, 0.437, -2.428)  -0.304
C (-2.853, 1.768, -3.180)  -0.620
C (-1.933, 2.797, -2.619)  -0.255
N (-1.979, 4.056, -3.028)  -1.168
N (-1.028, 4.745, -2.399)  0.561
C (-0.832, 6.145, -2.639)  -0.869
C (-0.336, 3.952, -1.557)  -1.103
C (0.767, 4.212, -0.674)  -0.237
O (1.364, 5.258, -0.490)  -0.754
N (1.119, 3.055, 0.012)  -0.097
C (0.514, 1.828, -0.119)  0.299
C (0.947, 0.694, 0.707)  0.357
C (0.112, -0.423, 0.699)  0.082
C (0.419, -1.551, 1.423)  -0.317
S (-0.675, -2.965, 1.400)  1.333
O (-0.918, -3.346, 2.767)  -0.765
O (-1.808, -2.651, 0.574)  -0.711
N (0.298, -4.131, 0.686)  0.249
C (0.082, -4.369, -0.733)  -0.558
C (0.413, -3.124, -1.570)  -0.747
O (-0.704, -2.358, -1.911)  -0.596
C (0.573, -5.296, 1.499)  -0.895
C (-0.561, -6.337, 1.478)  -0.527
O (-1.827, -5.753, 1.603)  -0.473
C (1.569, -1.599, 2.189)  -1.062
C (2.412, -0.505, 2.220)  -0.915
C (2.121, 0.650, 1.491)  1.113
O (2.921, 1.743, 1.496)  -0.520
C (4.122, 1.763, 2.253)  -0.425
C (4.763, 3.125, 2.036)  -1.449
N (-0.463, 1.610, -0.936)  -0.402
C (-0.894, 2.663, -1.666)  2.488
H (-3.439, -0.428, -0.546)  0.176
H (-4.511, 0.854, -1.119)  0.450
H (-2.936, 1.258, -0.431)  0.243
H (-3.396, -0.295, -3.018)  0.478
H (-1.816, 0.081, -2.337)  0.148
H (-3.863, 2.186, -3.200)  0.393
H (-2.561, 1.596, -4.221)  0.288
H (0.004, 6.482, -2.029)  0.300
H (-1.734, 6.699, -2.373)  0.302
H (-0.618, 6.315, -3.695)  0.304
H (1.901, 3.138, 0.651)  0.137
H (-0.786, -0.382, 0.104)  0.567
H (0.741, -5.191, -1.019)  0.580
H (-0.956, -4.662, -0.929)  0.369
H (0.861, -3.431, -2.520)  0.439
H (1.154, -2.521, -1.019)  0.189
H (-1.295, -2.313, -1.139)  0.388
H (0.704, -4.930, 2.519)  0.368
H (1.508, -5.751, 1.160)  0.482
H (-0.573, -6.872, 0.524)  0.346
H (-0.378, -7.065, 2.283)  0.363
H (-1.808, -5.097, 2.315)  0.391
H (1.794, -2.484, 2.762)  0.415
H (3.305, -0.552, 2.822)  0.403
H (3.897, 1.612, 3.316)  0.417
H (4.793, 0.966, 1.910)  0.394
H (5.695, 3.185, 2.590)  0.436
H (4.098, 3.914, 2.378)  0.332
H (4.968, 3.279, 0.980)  0.322

Atoms 1-2, force components in eV/Å:
0.1 -0.1 -0.2
-0.1 0.1 0.0